Record 1
58
Properties=species:S:1:pos:R:3:lowdin_charge:R:1 method="wB97M-V/def2-TZVPD" multiplicity=1 e_above_lowest_kcal_mol=42.1 gap_ev=4.19 total_charge=-2
Li 6.6358 -1.9746 14.1258 0.734
O 7.4513 0.4007 19.5829 0.107
C 6.1760 0.0606 19.5271 -0.509
O 5.4293 0.0164 20.4691 0.099
C 5.6562 -0.2065 18.1067 -0.028
C 4.3222 -0.0303 17.6622 -0.578
Cl 2.9731 0.8163 18.1849 0.794
N 4.2021 -0.4988 16.3014 -0.064
N 5.4619 -1.0196 15.9213 0.102
C 6.3542 -0.7520 16.9011 -0.080
C 7.8763 -1.1274 16.5631 -0.594
O 8.7743 -0.9923 17.4569 -0.042
O 7.9827 -1.4403 15.3695 -0.096
C 3.0332 -0.5196 15.4489 -0.162
C 3.1680 -0.2907 14.1131 -0.017
C 2.0326 -0.3290 13.2869 -0.088
C 0.8743 -0.8937 13.6753 -0.093
C 0.6908 -1.2082 15.0549 -0.091
C 1.6873 -0.9139 15.9337 -0.044
H 8.0666 0.0341 18.8972 0.092
H 4.1068 -0.0260 13.7008 0.094
H 2.1944 -0.0341 12.2784 0.094
H 0.1384 -1.1897 12.8913 0.111
H -0.2847 -1.5488 15.3443 0.093
H 1.4407 -0.9873 16.9663 0.067
C 0.9935 -4.4376 22.6256 -0.099
C 2.4307 -4.5654 22.1591 -0.205
N 2.6593 -5.8328 21.4863 -0.125
C 3.2059 -6.8725 22.2522 -0.359
C 4.6744 -6.6650 22.2708 -0.333
C 2.2422 -5.9569 20.1411 -0.364
O 1.3946 -5.1430 19.7388 0.017
C 2.8779 -7.0292 19.2781 -0.093
C 4.2611 -7.2924 19.1298 -0.029
C 4.6749 -8.3070 18.3006 -0.083
C 3.6928 -9.0850 17.6623 -0.165
N 2.3735 -8.8209 17.7337 0.029
C 1.9980 -7.7572 18.4186 -0.107
H 1.0201 -4.1565 23.6595 0.048
H 0.4234 -5.3814 22.6509 0.082
H 0.3689 -3.7459 22.1195 0.048
H 3.1867 -4.5230 23.0069 0.126
H 2.6155 -3.7552 21.4960 0.103
H 2.8723 -7.8633 21.8285 0.120
H 2.6776 -6.7405 23.2289 0.081
H 5.3104 -5.7727 21.9867 0.075
H 5.2395 -7.5921 22.5016 0.037
H 4.8099 -6.3225 23.6142 -0.157
H 5.0285 -6.7178 19.6887 0.105
H 5.7317 -8.6498 18.2193 0.108
H 3.9792 -9.9398 17.0427 0.089
H 0.8986 -7.5129 18.5000 0.128
F 5.7832 -1.9494 10.7790 0.146
B 5.2926 -1.3473 11.9118 -1.122
F 5.1461 -2.4013 12.9807 -0.052
F 6.3778 -0.5933 12.5041 0.028
F 4.1138 -0.6048 11.7901 0.099
H 4.7605 -6.3071 24.5803 -0.074

Record 2
21
Properties=species:S:1:pos:R:3:lowdin_charge:R:1 method="wB97M-V/def2-TZVPD" multiplicity=1 e_above_lowest_kcal_mol=8.9 gap_ev=10.55 total_charge=0
C 1.8255 -1.9712 0.8624 -0.107
C 0.7233 -1.2069 0.1510 -0.259
C -0.1794 -0.4242 1.0967 -0.189
N -0.8179 0.7586 0.5151 0.062
C -1.4122 0.9491 -0.6852 -0.544
C -2.0043 -0.2320 -1.3984 0.004
O -1.5301 2.0853 -1.1256 0.027
H 1.4079 -2.6127 1.6497 0.080
H 2.4351 -2.5366 0.1641 0.071
H 2.4690 -1.2535 1.3675 0.072
H 1.1589 -0.4993 -0.5503 0.114
H 0.1084 -1.8620 -0.4589 0.092
H -0.9681 -1.0524 1.5193 0.121
H 0.3995 -0.0300 1.9200 0.119
H -0.3778 1.6157 0.8208 0.115
H -1.4875 -0.3974 -2.3362 0.089
H -3.0420 -0.0119 -1.6542 0.091
H -1.9733 -1.1649 -0.8368 0.068
O 1.1800 3.3549 0.0577 -0.073
H 1.7599 3.3449 -0.7229 0.045
H 0.3251 3.1465 -0.3558 0.003

Record 3
27
Properties=species:S:1:pos:R:3:lowdin_charge:R:1 method="wB97M-V/def2-TZVPD" multiplicity=1 e_above_lowest_kcal_mol=0.0 gap_ev=1.71 total_charge=+2
Hf -2.9694 -2.5280 -32.5066 1.956
B -4.4371 -2.2593 -30.6601 -0.287
H -5.2383 -2.1238 -29.8310 0.088
H -4.1404 -3.3720 -30.8329 0.011
H -4.7962 -1.8213 -31.6825 -0.044
H -3.4942 -1.6202 -30.4060 0.043
Cl -4.2841 -0.9266 -34.1487 0.135
C -5.6146 -3.4379 -37.2002 -0.092
C -6.2984 -2.0652 -37.1339 -0.326
O -7.6245 -2.3696 -37.3822 0.157
C -7.6832 -3.5659 -38.0395 -0.511
O -8.6495 -3.9782 -38.5695 0.250
O -6.4730 -4.1808 -38.0249 0.114
F -5.7542 -1.3254 -38.1561 0.057
H -5.5596 -3.8993 -36.2029 0.124
H -4.5796 -3.3258 -37.5181 0.140
H -6.1282 -1.4391 -36.2579 0.113
C -4.9183 2.7970 -35.4179 -0.055
C -4.1599 1.9040 -36.4083 -0.330
O -3.4253 2.8038 -37.1782 0.160
C -3.9682 4.0382 -37.0503 -0.535
O -3.7973 4.9406 -37.7975 0.258
O -4.7445 4.0972 -35.9732 0.118
F -5.0763 1.3252 -37.2379 0.066
H -4.3763 2.8090 -34.4645 0.133
H -5.9121 2.4592 -35.1356 0.144
H -3.5539 1.1564 -35.8979 0.111

Record 4
68
Properties=species:S:1:pos:R:3:lowdin_charge:R:1 method="wB97M-V/def2-TZVPD" multiplicity=5 e_above_lowest_kcal_mol=0.0 gap_ev="7.78 / 4.43" total_charge=+3 s_squared=6.0428
Ir -0.0956 -0.7196 -1.1148 0.882
P 0.2617 -2.5910 -2.2017 0.620
P 2.0095 -0.1871 -0.3640 0.687
P -2.4482 -0.1557 -1.4897 0.743
H 1.2205 4.1718 -1.4146 0.059
C 0.1918 4.2718 -1.0480 -0.071
C -0.1074 4.0951 0.2495 -0.088
H 0.6765 3.9183 1.0072 0.054
C 1.2836 -2.5574 -3.7151 -0.205
C 1.1410 -3.8549 -1.2067 -0.221
C -1.2351 -3.4924 -2.7671 -0.208
C 2.3645 1.4617 0.3270 -0.216
C 2.5707 -1.2701 1.0216 -0.196
C 3.2714 -0.3619 -1.6642 -0.219
C -2.8251 1.4840 -0.8483 -0.203
C -3.6024 -1.2990 -0.6845 -0.180
C -2.9849 -0.0970 -3.2380 -0.191
H -0.5298 4.5858 -1.8087 0.058
H -1.1306 4.1884 0.6393 0.056
H 0.6288 -2.4309 -4.5839 0.065
H 1.8089 -3.5127 -3.8014 0.080
H 2.0123 -1.7476 -3.7065 0.023
H 1.0830 -4.8015 -1.7504 0.076
H 0.6909 -3.9840 -0.2184 0.039
H 2.1953 -3.5876 -1.0834 0.055
H -0.9015 -4.3258 -3.3872 0.078
H -1.9020 -2.8680 -3.3631 0.036
H -1.8091 -3.8978 -1.9300 0.055
H 3.4602 1.5879 0.3260 0.083
H 2.0033 1.5102 1.3655 0.056
H 1.8910 2.2541 -0.2674 0.024
H 3.6698 -1.3117 1.0161 0.087
H 2.1661 -2.2871 0.9407 0.033
H 2.2492 -0.8291 1.9765 0.062
H 4.2063 0.0776 -1.2825 0.083
H 2.9269 0.2053 -2.5455 0.036
H 3.4321 -1.4167 -1.9274 0.054
H -3.8555 1.6942 -1.1664 0.085
H -2.1317 2.2334 -1.2516 0.048
H -2.7636 1.4629 0.2467 0.055
H -4.5645 -1.1853 -1.2029 0.091
H -3.7139 -0.9931 0.3633 0.069
H -3.2566 -2.3385 -0.7442 0.050
H -3.9014 0.4951 -3.2597 0.082
H -3.1581 -1.1026 -3.6339 0.061
H -2.2336 0.4024 -3.8604 0.033
C 0.5196 1.2511 -4.4507 -0.410
C 0.8927 0.4872 -5.6187 0.018
C 0.3132 0.7305 -6.8462 -0.031
C -0.7246 1.6591 -6.9805 -0.001
C -1.1724 2.3603 -5.8574 -0.040
C -0.6199 2.1254 -4.6132 -0.016
O 1.1392 1.1547 -3.3448 -0.061
H -0.8482 -0.3545 -2.4259 -0.076
H 1.6682 -0.2674 -5.4949 0.111
H 0.6698 0.1719 -7.7136 0.131
H -1.1948 1.7965 -7.9536 0.136
H -1.9867 3.0762 -5.9782 0.130
H -1.0087 2.6400 -3.7371 0.107
N -1.1418 -0.5055 2.9175 0.132
C -1.3410 -1.8745 2.8710 -0.004
C -1.0719 -2.2665 1.5924 -0.087
N -0.6797 -1.1267 0.8792 -0.189
C -0.7529 -0.0800 1.6984 -0.182
H -1.2355 0.1068 3.7133 0.185
H -1.6429 -2.4644 3.7175 0.145
H -1.1378 -3.2397 1.1266 0.117
H -0.5507 0.9423 1.4218 0.127

Record 5
11
Properties=species:S:1:pos:R:3:lowdin_charge:R:1 method="wB97M-V/def2-TZVPD" multiplicity=1 e_above_lowest_kcal_mol=142.7 gap_ev=6.93 total_charge=0
C -0.3670 -0.1971 -0.0232 -0.303
H 0.6059 2.2068 0.9133 0.085
H 0.2942 2.5210 -0.6360 0.135
H -3.5639 0.2502 1.4631 0.279
N 0.9194 1.9232 -0.0032 0.073
N 0.8018 0.5666 -0.1661 -0.187
N 1.8754 -0.1572 0.1706 0.108
N 1.4878 -1.3923 0.0888 0.040
N -1.5047 0.5191 -0.1209 -0.030
O 0.1572 -1.4408 -0.1059 0.047
O -2.6811 -0.3107 -0.0674 -0.248

Record 6
29
Properties=species:S:1:pos:R:3:lowdin_charge:R:1 method="wB97M-V/def2-TZVPD" multiplicity=1 e_above_lowest_kcal_mol=124.7 gap_ev=10.10 total_charge=0
C 1.4254 -1.3222 -0.7196 -0.081
C 1.9869 -0.0357 0.1154 -0.682
C 3.5155 -0.0006 0.2271 -0.122
C 1.2744 -0.0282 1.4360 -0.089
C 1.6371 1.3030 -0.6468 -0.098
H 1.6652 -1.4654 -1.9526 0.122
H 1.6096 -2.4568 -0.3519 0.103
H 0.2783 -1.1640 -0.8127 0.040
H 4.0983 1.0846 0.4637 0.129
H 3.9818 -0.6814 1.1124 0.112
H 4.0230 -0.2764 -0.6780 0.042
H 1.6763 0.8448 2.0763 0.121
H 1.2658 -0.9491 1.7555 0.005
H 0.0768 0.1884 1.3450 0.127
H 0.4526 1.1457 -0.5279 0.089
H 2.0318 2.2332 -0.0767 0.088
H 2.0331 1.5609 -1.7177 0.101
C -2.9919 -1.3168 0.5674 -0.072
C -2.3506 -1.1338 -0.7809 -0.092
C -2.3086 0.1097 -1.4122 -0.105
C -2.7800 1.2897 -0.6958 -0.153
C -3.0943 1.1917 0.5750 -0.140
C -3.0672 -0.1488 1.2666 -0.104
H -3.0793 -2.3375 0.7289 0.070
H -2.1713 -2.0193 -1.4424 0.108
H -2.1197 0.1088 -2.4030 0.055
H -2.2816 2.3657 -1.0655 0.164
H -3.2669 2.1542 1.2883 0.146
H -3.5206 -0.2445 2.3263 0.117

Record 7
60
Properties=species:S:1:pos:R:3:lowdin_charge:R:1 method="wB97M-V/def2-TZVPD" multiplicity=1 e_above_lowest_kcal_mol=0.0 gap_ev="6.96 / 6.96" total_charge=-1
Au 0.5636 0.0212 -0.2828 1.408
O 2.2078 -0.6798 0.5802 -0.210
C 2.1592 -1.9821 0.8632 -0.353
C 3.3352 -2.7306 0.7134 -0.023
C 3.3865 -4.0713 1.0388 -0.106
C 2.2547 -4.7215 1.5236 -0.119
C 1.0936 -3.9919 1.6822 -0.063
C 1.0215 -2.6333 1.3630 -0.166
C -0.2213 -1.9249 1.6243 -0.073
N -0.4173 -0.6866 1.3593 -0.140
N -1.4807 -0.0475 1.8144 0.050
C -1.5165 1.2612 1.5079 -0.519
O -0.5623 1.9529 1.1498 -0.026
C -2.8816 1.8715 1.6584 -0.143
C -3.0887 3.1394 1.1278 -0.027
C -4.3498 3.7178 1.1718 -0.094
C -5.4102 3.0320 1.7496 -0.112
C -5.2042 1.7682 2.2887 -0.099
C -3.9445 1.1874 2.2409 -0.043
H 4.2034 -2.2033 0.3381 0.112
H 4.3120 -4.6202 0.9116 0.094
H 2.2879 -5.7735 1.7742 0.089
H 0.2014 -4.4693 2.0736 0.105
H -1.0420 -2.4497 2.1009 0.127
H -2.2490 3.6405 0.6645 0.118
H -4.5091 4.6997 0.7425 0.095
H -6.3986 3.4758 1.7676 0.091
H -6.0308 1.2325 2.7403 0.092
H -3.7680 0.2009 2.6461 0.099
C -1.6945 -0.7025 -3.7474 -0.166
Si -2.3532 -0.0526 -2.1118 0.248
C -3.3459 1.4971 -2.4561 -0.156
C -3.5045 -1.3625 -1.4154 -0.172
O -1.2078 0.2931 -1.0437 -0.440
H -2.5047 -0.8597 -4.4646 0.022
H -1.1718 -1.6529 -3.6071 0.027
H -0.9841 0.0077 -4.1815 0.017
H -4.0462 1.3701 -3.2861 0.022
H -2.6545 2.3087 -2.6983 0.030
H -3.9096 1.7936 -1.5667 0.017
H -4.3111 -1.6105 -2.1118 0.021
H -3.9506 -1.0096 -0.4814 0.018
H -2.9487 -2.2787 -1.1963 0.021
O 0.5250 2.4021 -2.2531 0.062
C 1.1873 1.4736 -2.6604 -0.597
O 1.5244 0.3986 -1.9907 -0.175
C 1.7316 1.4780 -4.0658 -0.132
C 2.2188 0.3204 -4.6555 -0.020
C 2.7042 0.3209 -5.9673 0.013
C 2.6834 1.5209 -6.6303 -0.221
O 3.1090 1.7897 -7.9073 0.021
C 2.8661 3.1797 -8.1176 -0.147
O 2.2942 3.7207 -6.9331 0.024
C 2.1985 2.6735 -6.0439 -0.202
C 1.7091 2.6907 -4.7673 0.077
H 2.2169 -0.5907 -4.0747 0.115
H 3.0741 -0.5774 -6.4420 0.115
H 2.1704 3.3054 -8.9504 0.131
H 3.8108 3.6843 -8.3324 0.131
H 1.3082 3.5785 -4.2991 0.132